DFT (ωB97M-V/def2-TZVPD) results for a structure of composition C34H53N4OP2SSn in a non-equilibrium geometry.

The geometry in XYZ format:
```
96
Properties=species:S:1:pos:R:3:forces:R:3:mulliken_charge:R:1
C 1.987 -1.918 -1.124 0.5930 0.4718 -0.0936 -0.661
C 1.576 0.201 -2.004 0.5285 -0.0601 0.0609 -1.098
C 2.908 -2.195 -2.138 -0.5192 -0.2267 0.1377 -0.937
C 2.401 -0.046 -3.101 -0.1711 -0.0485 0.3009 -0.417
C 3.106 -1.252 -3.144 0.0458 0.2800 0.0714 -1.254
H 3.396 -3.169 -2.133 -0.0883 0.2384 -0.2621 0.623
H 2.493 0.722 -3.867 0.0157 -0.3664 0.0238 0.668
H 3.779 -1.458 -3.976 -0.1099 0.0223 0.2421 0.504
N 1.483 -0.680 -0.993 -1.1304 -0.2809 -0.0103 1.612
P -0.172 -2.652 0.554 0.7503 -1.2138 0.0897 0.816
P 0.764 2.356 -0.279 0.2027 -0.1110 -0.9300 -0.291
C 1.523 -2.995 -0.156 0.2939 0.5695 0.3581 -1.073
H 1.530 -3.971 -0.670 -0.1673 0.4086 0.2282 0.658
H 2.249 -3.075 0.670 -0.2938 -0.0267 -0.1684 0.618
C 0.666 1.405 -1.918 -0.1040 0.2404 0.7691 -1.331
H 0.896 2.137 -2.699 -0.1586 -0.3255 0.0338 1.936
C -0.443 3.802 -0.541 -0.3749 -0.0277 0.3183 1.860
C 2.537 3.013 -0.069 -0.2988 -0.3785 0.3591 2.108
C -1.352 -3.396 -0.723 -0.5505 0.3468 -0.2276 1.378
C -0.173 -3.540 2.234 -0.2058 0.3009 -0.0251 1.668
C -1.802 3.376 0.056 -0.1971 -0.0441 -0.0696 -1.451
H -1.706 3.056 1.104 -0.0027 0.2132 -0.1462 0.258
H -2.492 4.235 0.019 0.2439 -0.3008 0.0376 0.584
H -2.259 2.546 -0.495 0.0390 0.2682 0.0617 0.242
C 0.033 5.055 0.212 0.1167 0.1021 0.0923 -1.699
H 0.198 4.859 1.279 -0.0896 0.1054 -0.2293 0.290
H 0.940 5.484 -0.231 -0.2846 -0.1219 0.2039 0.296
H -0.756 5.820 0.137 0.1998 -0.2891 -0.0105 0.578
C -0.605 4.152 -2.031 -0.0363 -0.0684 -0.0852 -1.612
H -1.337 4.971 -2.101 0.2148 -0.2057 0.0410 0.553
H 0.331 4.505 -2.484 -0.3731 -0.0528 0.1027 0.255
H -0.998 3.317 -2.621 0.0145 0.2659 0.0890 0.318
C 2.621 3.579 1.372 0.2233 0.1929 -0.0282 -1.510
H 2.002 3.002 2.077 0.0957 0.1644 -0.0541 0.154
H 3.661 3.520 1.730 -0.3027 0.0567 -0.1483 0.447
H 2.311 4.632 1.414 0.0900 -0.4484 0.0948 0.442
C 3.507 1.827 -0.184 0.0760 0.0526 -0.0873 -1.687
H 3.250 1.029 0.524 0.1755 0.0450 -0.2498 0.040
H 3.524 1.423 -1.203 0.0996 0.0491 0.3663 0.414
H 4.522 2.181 0.056 -0.3233 -0.1052 -0.0573 0.696
C 2.872 4.072 -1.143 0.3213 0.1867 -0.2592 -1.416
H 2.130 4.139 -1.952 0.3414 0.0156 0.3224 0.199
H 2.998 5.070 -0.697 -0.1656 -0.3445 -0.1877 0.423
H 3.835 3.829 -1.619 -0.3142 0.0105 0.1611 0.372
C -1.576 -3.423 2.856 -0.1386 0.0097 0.1390 -1.597
H -1.524 -3.690 3.925 0.0409 0.0071 -0.3449 0.481
H -1.972 -2.398 2.783 0.0714 -0.4048 0.0387 0.160
H -2.291 -4.111 2.383 0.2696 0.2400 0.2114 0.378
C 0.856 -2.812 3.120 0.1144 -0.0918 -0.0595 -1.178
H 1.881 -2.934 2.744 -0.2139 0.0372 0.1719 0.305
H 0.648 -1.738 3.206 -0.1200 -0.1040 0.0604 -0.159
H 0.826 -3.240 4.136 -0.0091 0.1229 -0.3608 0.670
C 0.237 -5.017 2.112 0.0966 -0.2499 0.0029 -1.541
H 0.529 -5.382 3.110 -0.0638 0.1643 -0.3034 0.499
H -0.585 -5.658 1.772 0.3042 0.2672 0.1257 0.416
H 1.096 -5.159 1.443 -0.1634 -0.0555 0.2174 0.289
C -1.115 -2.735 -2.102 0.0921 0.1972 -0.0325 -1.647
H -1.448 -3.429 -2.893 0.1149 0.3051 0.3784 0.590
H -1.694 -1.806 -2.183 0.2248 -0.2277 -0.0373 0.299
H -0.057 -2.500 -2.286 -0.3027 -0.1544 -0.1391 0.295
C -2.803 -3.106 -0.294 -0.0478 -0.0813 0.1025 -1.517
H -2.960 -2.025 -0.169 -0.0714 -0.2086 -0.0966 0.255
H -3.476 -3.465 -1.089 0.2053 0.1719 0.2488 0.511
H -3.083 -3.615 0.636 0.0437 0.1271 -0.3614 0.258
C -1.116 -4.909 -0.856 0.1024 -0.2049 0.2883 -1.374
H -0.080 -5.146 -1.130 -0.2880 -0.0667 0.0528 0.283
H -1.389 -5.461 0.051 0.0806 0.1626 -0.3551 0.300
H -1.759 -5.281 -1.668 0.1565 0.2047 0.2227 0.541
Sn -0.320 -0.017 0.743 -0.8499 0.6678 -2.4850 1.075
C 1.794 0.371 2.401 3.6811 -1.3471 2.4556 0.033
O 2.743 0.142 3.013 -3.1496 0.9421 -2.0988 -0.195
N -1.433 0.346 -1.031 0.8669 -0.2708 0.5810 -0.557
C -0.812 0.869 -2.021 -0.0863 -0.3759 -0.1796 0.305
C -1.475 0.914 -3.365 -0.0902 0.0315 0.2300 0.260
C -2.870 0.757 -3.399 -0.0762 0.1582 -0.2919 -0.383
C -0.769 1.123 -4.560 -0.2407 0.1561 0.2291 0.001
C -3.566 0.908 -4.601 0.3680 -0.1083 0.0443 -0.931
H -3.384 0.537 -2.462 0.0094 0.1787 -0.3294 0.428
C -1.462 1.254 -5.764 0.0527 -0.1316 0.1229 -0.933
H 0.319 1.181 -4.539 -0.2725 0.0808 -0.1827 0.302
C -2.859 1.161 -5.787 0.1553 0.0337 0.3344 -0.575
H -4.653 0.829 -4.612 0.3083 0.0067 -0.0328 0.447
H -0.897 1.429 -6.681 -0.2665 -0.0683 0.2282 0.461
H -3.393 1.291 -6.728 0.1216 -0.0534 0.2566 0.447
S -2.306 0.181 2.466 0.5897 0.2506 -0.3684 -0.381
C -1.582 0.257 4.031 0.4783 -0.3222 1.4814 0.427
N -0.444 0.891 4.352 -0.1134 -0.2133 -1.2682 0.224
C -0.075 0.706 5.743 0.7834 0.5422 0.6667 -0.491
C -1.187 -0.181 6.285 -0.0643 -0.3651 0.8401 -0.528
N -2.076 -0.319 5.145 -0.2475 0.1624 -1.8105 -0.088
H 0.171 1.318 3.658 -0.7319 -0.0059 0.5716 -0.050
H -0.041 1.671 6.253 0.0106 -0.0662 -0.0666 0.410
H 0.915 0.244 5.837 -0.2103 0.0619 -0.0752 0.273
H -1.711 0.263 7.134 0.0759 -0.0033 -0.1347 0.350
H -0.801 -1.157 6.600 -0.1988 0.1060 -0.0965 0.304
H -2.908 -0.899 5.142 0.1790 0.2253 -0.0282 0.276
```
Positions in Å, forces in eV/Å.

Computed properties:
HOMO-LUMO gap: 5.413 eV
net charge: +3
max |F|: 4.63 eV/Å